A cluster of 14 separate species, C6H40NO14 in total at a distorted geometry, computed with ωB97M-V with the def2-TZVPD basis set.

Values from the calculation:
* ΔE to the lowest compared entry with this formula, charge and spin: 51.9 kcal per mole
* expectation value of S²: 0.757
* E_tot: -1360.57315 a.u.
* gap between HOMO and LUMO (alpha / beta): 10.79 / 6.25 eV
* total charge: 0
* 2S+1: 2
* HOMO (alpha / beta): -10.75 / -10.27 eV
* E_LUMO (alpha / beta): 0.04 / -4.02 eV

XYZ file:
```
61
C6H40NO14 | OMol25 | ωB97M-V with the def2-TZVPD basis set
C 2.2372 0.0824 2.0210
N 0.7955 0.0586 1.7231
C 0.4229 0.9684 0.6917
C -0.9403 1.6935 0.9454
C -1.3119 2.6429 -0.2610
C -2.7463 3.1003 0.0078
C 0.2060 0.1067 -0.6338
O 0.8181 0.6870 -1.6975
H 2.8617 -0.3900 1.2615
H 2.5217 1.1440 2.0184
H 2.5309 -0.3418 3.0008
H 0.4575 -0.8746 1.5286
H 1.1631 1.7808 0.6979
H -0.9091 2.2542 1.8767
H -1.6626 0.8130 1.1310
H -0.5658 3.4381 -0.0767
H -1.3106 2.0405 -1.1832
H -3.3891 2.2884 0.2797
H -3.2685 3.4929 -0.8994
H -2.8943 3.8487 0.7905
H -0.9192 0.1150 -0.7248
H 0.7237 -0.8761 -0.6337
H -3.0172 -1.1020 -3.6396
H -2.0173 -1.8063 -2.6661
O -2.9138 -1.4518 -2.7519
H -2.5654 -0.8682 -0.3752
H -3.8503 -1.4652 -0.9474
O -3.2604 -1.5129 -0.1855
H -0.3813 1.2555 -3.1653
H -1.0023 0.4898 -4.5277
O -1.0224 1.1916 -3.8765
H 1.6882 3.9839 -0.1600
H 1.1152 4.9308 0.9494
O 1.9199 4.5131 0.6315
H -2.9181 -1.3191 2.2108
H -2.2462 -1.8870 3.5842
O -2.5165 -1.1292 3.0628
H -2.7022 -3.3308 -1.1238
H -1.8532 -3.4614 0.1510
O -1.9642 -3.8126 -0.7412
H 1.8244 3.2605 -2.5661
H 1.2381 2.1825 -1.6118
O 1.7440 3.0472 -1.6280
H 2.0402 2.9021 2.8520
H 0.9710 1.9770 3.4973
O 1.3441 2.8685 3.5136
H 3.3581 -2.8871 1.5398
H 2.4601 -3.2752 2.6935
O 2.6573 -3.5144 1.7542
H -0.1443 -2.9795 3.1542
H 0.7716 -1.7253 3.4402
O 0.6440 -2.6584 3.6069
H 1.2709 -1.8701 -3.3808
H 0.3907 -0.9872 -2.6764
O 0.3159 -1.7830 -3.2302
H 3.1766 0.1034 -3.3069
H 2.2453 0.2724 -2.0529
O 3.1659 -0.0473 -2.3570
H -0.3057 -3.6170 -0.3147
H 1.1068 -3.9364 0.2833
O 0.4352 -3.2472 0.2308
```


A cluster of 14 separate species, C6H40NO14 in total at a distorted geometry, computed with ωB97M-V with the def2-TZVPD basis set.

Values from the calculation:
* ΔE to the lowest compared entry with this formula, charge and spin: 130.1 kcal per mole
* E_tot: -1360.35543 a.u.
* gap between HOMO and LUMO: 9.74 eV
* total charge: +1
* HOMO: -12.09 eV
* E_LUMO: -2.35 eV

XYZ file:
```
61
C6H40NO14 | OMol25 | ωB97M-V with the def2-TZVPD basis set
C -3.1038 2.3943 0.8027
O -2.6340 3.5841 0.2485
C -2.6309 1.2384 -0.1140
C -3.7568 0.1504 -0.2148
C -3.5379 -0.8608 -1.5192
C -3.4562 -2.1291 -1.2048
C -3.7004 -0.2920 -2.7980
N -1.3963 0.6439 0.5484
H -2.8910 2.2424 1.8407
H -4.2637 2.3904 0.8997
H -2.2606 3.4539 -0.6003
H -2.3214 1.6951 -1.0764
H -4.5828 0.8148 -0.2241
H -3.7999 -0.3234 0.6991
H -3.5289 -2.5996 -0.2437
H -3.0795 -2.7370 -1.9756
H -4.6724 0.1625 -2.8357
H -3.6028 -1.1297 -3.5436
H -3.0690 0.4360 -3.2222
H -0.8053 -0.0944 -0.0059
H -0.7151 1.1295 1.2673
H -1.8185 -0.1644 1.2239
H 0.4179 -2.4109 -0.2692
H 1.2437 -2.5986 -1.4885
O 0.5822 -2.0784 -1.1202
H 4.2979 -0.7305 -0.5000
H 5.1525 -1.8906 0.0670
O 5.1531 -0.8498 -0.0598
H 1.1461 -0.0153 2.4430
H 1.5031 -0.5738 1.1263
O 0.7443 -0.5595 1.7567
H -1.3124 -2.6779 1.5760
H -1.5099 -2.4162 3.0381
O -1.7006 -2.0271 2.1891
H 3.7212 2.4443 3.2349
H 2.7168 2.2586 4.3042
O 3.1707 1.7664 3.6401
H 2.5915 -4.6564 -0.8720
H 3.3426 -3.9691 -1.8681
O 2.8455 -3.7667 -1.1170
H -0.9742 3.4629 -2.9816
H 0.3065 3.4407 -2.1667
O -0.3999 3.0099 -2.4992
H 2.0941 2.2860 -0.4204
H 2.4762 1.0165 -1.3571
O 2.2739 1.3606 -0.5289
H 3.5083 3.6256 -1.7249
H 2.9520 3.1715 -3.0989
O 2.7704 3.7384 -2.2847
H 4.0941 -0.8849 1.8529
H 3.3557 0.1599 2.4852
O 3.2917 -0.5772 1.7269
H 2.8907 -0.4629 -3.6108
H 1.5819 -0.5289 -2.9042
O 2.4205 -0.2218 -2.8400
H 0.3966 -4.3186 1.5594
H 1.0293 -2.9234 1.7350
O 0.2385 -3.3821 1.3796
H -0.7108 0.2827 3.4595
H -1.3834 1.2985 4.3964
O -0.6909 1.1929 3.7899
```


A structure of composition C6H42BNO13 at a distorted geometry, computed with ωB97M-V with the def2-TZVPD basis set.

Values from the calculation:
* ΔE to the lowest compared entry with this formula, charge and spin: 82.4 kcal per mole
* E_tot: -1310.91401 a.u.
* gap between HOMO and LUMO: 6.64 eV
* total charge: 0
* HOMO: -7.99 eV
* E_LUMO: -1.36 eV

XYZ file:
```
63
C6H42BNO13 | OMol25 | ωB97M-V with the def2-TZVPD basis set
C -1.5487 1.0316 -0.4621
O -1.3037 2.0596 -1.5361
C -0.2887 1.7866 -2.4531
C -0.3057 2.8306 -3.5921
N 0.2923 2.4606 -4.8161
H 0.4073 3.2616 -5.3751
H 1.2123 1.9486 -4.5981
C -0.3387 1.4906 -5.7711
C 0.7463 0.7826 -6.7651
O 0.0253 0.2066 -7.7191
C 0.5663 -0.8374 -8.6751
H -0.6517 0.5996 -0.3161
H -1.9567 0.1986 -0.7891
H -1.9327 1.5196 0.2989
H -0.4497 0.7276 -2.8431
H 0.6493 1.5416 -2.1711
H 0.2973 3.5756 -3.2341
H -1.2417 3.2896 -3.6731
H -1.0047 2.2566 -6.3501
H -0.9047 0.8546 -5.2961
H 1.3613 0.0676 -6.3511
H 1.4453 1.3566 -7.3741
H 0.8423 -1.5274 -7.8051
H 1.3803 -0.3974 -9.2241
H -0.3157 -1.3284 -9.3971
B 0.7913 -0.7664 3.2449
H 0.7133 0.1506 3.9829
H 1.7853 -1.3084 3.5279
H -0.2237 -1.3464 3.6259
H 0.6133 -0.4914 2.1109
O 0.2893 2.1716 1.7859
H 0.3483 1.2216 1.7609
H -0.6837 2.2726 2.0619
O 3.5343 1.4526 1.5769
H 4.4303 1.0056 1.7689
H 2.9593 0.9836 2.1479
O 1.9203 -1.4884 6.4469
H 1.8313 -1.1174 5.5949
H 0.9503 -1.7904 6.5869
O -2.2287 -0.0984 2.4839
H -2.4037 -0.9164 2.9869
H -1.2917 -0.2904 2.9209
O -1.4117 1.9906 2.8889
H -1.4027 1.1496 2.5489
H -2.1657 2.3366 2.4699
O 1.7933 -4.2164 1.6659
H 1.4923 -3.4684 2.2279
H 1.3733 -4.7864 2.2649
O -1.1587 -3.3784 0.9309
H -1.4187 -2.7044 1.5489
H -0.7287 -3.9334 1.5919
O 0.0483 2.5536 5.0829
H -0.0107 1.8606 4.3889
H -0.1867 2.0576 5.6819
O -1.8687 -3.1454 5.8819
H -2.4797 -2.9764 5.2089
H -1.1737 -3.5484 5.2999
O -2.6967 -2.4634 3.7939
H -3.0527 -3.2394 3.1379
H -3.2077 -2.3054 4.5639
O 2.7233 -0.5784 -0.1411
H 2.9513 0.3756 0.0829
H 2.2623 -0.9824 0.5519
```


A cluster of 14 separate species, C6H42N2O13 in total at a distorted geometry, computed with ωB97M-V with the def2-TZVPD basis set.

Values from the calculation:
* ΔE to the lowest compared entry with this formula, charge and spin: 85.8 kcal per mole
* E_tot: -1341.35295 a.u.
* gap between HOMO and LUMO: 8.18 eV
* total charge: 0
* HOMO: -8.51 eV
* E_LUMO: -0.33 eV

XYZ file:
```
63
C6H42N2O13 | OMol25 | ωB97M-V with the def2-TZVPD basis set
C 2.4705 2.2656 -1.8302
N 1.4900 1.3254 -1.2891
C 0.1982 2.0358 -1.1341
C -0.9404 1.2161 -1.6977
C -2.2844 1.9385 -1.7206
C -1.0031 -0.1234 -0.8840
C 3.6373 1.6646 -2.6266
N 3.5016 0.7528 -3.7400
H 2.8863 2.9574 -1.0927
H 2.0033 2.9688 -2.5424
H 1.3844 0.5636 -1.9481
H 0.0048 2.1971 -0.0583
H 0.2917 3.0665 -1.4916
H -0.7177 0.9332 -2.7329
H -2.1307 2.8313 -2.3310
H -3.0492 1.2441 -2.0730
H -2.5901 2.3118 -0.7361
H -0.0441 -0.5032 -0.5537
H -1.5288 0.1881 0.0126
H -1.6153 -0.7161 -1.5626
H 4.1149 2.4907 -3.1497
H 4.3264 1.1779 -1.9289
H 3.2141 -0.1969 -3.5646
H 2.9969 0.8972 -4.5985
H -3.5591 -2.0980 -1.7796
H -4.0748 -1.2699 -0.5115
O -4.0672 -2.1108 -0.9757
H -0.4217 -1.4774 4.3003
H 0.1420 -0.5203 5.1806
O 0.4472 -1.3255 4.7371
H 0.1017 -2.5279 -0.7763
H -1.0201 -3.3075 -0.3711
O -0.1103 -3.4642 -0.6648
H -0.3483 3.7574 2.9297
H -0.5164 3.8247 4.4917
O -0.9499 3.7011 3.6579
H -2.4638 2.2712 3.3422
H -1.2920 1.3855 3.0821
O -2.1182 1.4054 3.5694
H 1.0946 -1.2697 -3.8371
H 0.9515 -0.4120 -5.1497
O 1.0773 -0.3554 -4.1996
H -2.4324 -0.3324 3.8529
H -2.1606 -1.1284 5.3466
O -2.3256 -1.1264 4.4045
H 1.8412 3.7794 4.2193
H 1.5646 4.9296 3.3042
O 1.6594 3.9699 3.2849
H 2.1450 -0.2273 0.0171
H 1.8489 -0.7435 1.4437
O 2.3873 -0.9013 0.6647
H 2.5143 -2.7733 -0.5782
H 2.8995 -1.7284 -1.5695
O 2.6107 -2.6498 -1.5320
H 1.4518 -3.0389 -2.9127
H 0.1186 -3.2674 -2.5448
O 0.5830 -2.8891 -3.3237
H -3.3793 -2.7718 3.4770
H -3.9302 -2.9431 2.0765
O -3.3933 -3.3828 2.7380
H -0.9612 -4.8750 1.8956
H -1.6118 -3.6511 2.3075
O -0.9186 -3.9426 1.6764
```


A structure of composition C6H4BBr2F18O9P3V at a distorted geometry, computed with ωB97M-V with the def2-TZVPD basis set.

Values from the calculation:
* ΔE to the lowest compared entry with this formula, charge and spin: 0.0 kcal per mole
* expectation value of S²: 0.771
* E_tot: -9847.84066 a.u.
* gap between HOMO and LUMO (alpha / beta): 8.26 / 8.81 eV
* total charge: -2
* 2S+1: 2
* HOMO (alpha / beta): -5.63 / -5.63 eV
* E_LUMO (alpha / beta): 2.63 / 3.19 eV

XYZ file:
```
44
C6H4BBr2F18O9P3V | OMol25 | ωB97M-V with the def2-TZVPD basis set
O 2.4602 0.3162 -0.6875
V 1.0915 -0.3270 -0.4707
P -0.1117 -1.5616 -2.7614
F -1.3979 -2.3690 -2.4051
F -0.6572 -0.2954 -1.8302
F 0.6721 -2.1213 -1.3650
F 1.1331 -0.5042 -3.0077
F 0.6053 -2.6826 -3.5837
F -0.7896 -0.9311 -4.0628
P 2.8711 -2.6426 1.9682
F 3.9206 -3.3561 0.9970
F 3.8218 -1.3375 2.0639
F 2.1332 -1.9457 0.6861
F 1.8152 -1.9455 2.9906
F 1.9229 -3.9390 1.9309
F 3.6100 -3.3018 3.2823
P 0.5149 2.3137 1.3755
F 0.9176 2.8297 2.8341
F -0.0879 3.7098 0.8984
F 1.9852 2.6687 0.8468
F 0.0774 1.6940 -0.1332
F 1.0463 0.7882 1.5808
F -0.8986 1.8861 2.0148
O -6.8567 -2.5281 0.4766
C -5.8342 -2.2469 1.0381
O -4.6871 -2.9010 0.9458
B -3.6503 -2.1534 1.6900
O -4.3865 -1.0765 2.3812
C -5.6412 -1.0324 1.9690
O -6.4834 -0.2622 2.3135
O -2.6010 -1.6161 0.7819
C -1.4214 -1.9010 1.2483
O -0.3916 -1.3978 0.8707
C -1.6019 -2.8130 2.4932
O -2.9164 -2.9428 2.6773
O -0.7456 -3.3205 3.1383
Br 1.9829 7.0026 -4.0263
C 2.0480 5.0570 -3.6882
C 3.1191 4.7670 -2.6577
Br 2.9120 2.8761 -2.1429
H 2.3239 4.6193 -4.6364
H 1.0904 4.8307 -3.2382
H 2.9683 5.2889 -1.7219
H 4.1173 4.8043 -3.0751
```


The molecule C6H4Br2O at a distorted geometry, computed with ωB97M-V with the def2-TZVPD basis set.

Values from the calculation:
* ΔE to the lowest compared entry with this formula, charge and spin: 0.0 kcal per mole
* E_tot: -5454.16421 a.u.
* gap between HOMO and LUMO (alpha / beta): 7.51 / 7.51 eV
* total charge: 0
* HOMO (alpha / beta): -9.49 / -9.49 eV
* E_LUMO (alpha / beta): -1.98 / -1.98 eV

XYZ file:
```
13
C6H4Br2O | OMol25 | ωB97M-V with the def2-TZVPD basis set
C 1.4041 -0.6875 -0.2036
C 1.4263 0.7081 -0.3805
C 0.2465 -1.4187 -0.0063
C 0.2886 1.3717 0.0131
C -1.0011 -0.7380 -0.0528
C -0.9931 0.6101 0.4482
O -1.1862 0.2336 1.6913
Br -2.5523 -1.7166 -0.2957
Br -2.5883 1.6649 -0.4329
H 2.3623 -1.1074 -0.2613
H 2.3640 1.1257 -0.6996
H 0.2196 -2.4118 0.2651
H 0.0096 2.3659 -0.0850
```


A structure of composition C6H4CaN2O6 at a distorted geometry, computed with ωB97M-V with the def2-TZVPD basis set.

Values from the calculation:
* E_tot: -1468.92477 a.u.
* gap between HOMO and LUMO: 8.00 eV
* total charge: +2
* HOMO: -17.74 eV
* E_LUMO: -9.73 eV

XYZ file:
```
19
C6H4CaN2O6 | OMol25 | ωB97M-V with the def2-TZVPD basis set
O -0.4953 -2.6413 2.3454
C 0.0878 -1.8953 1.6728
Ca 1.0161 -0.4362 0.3624
O 4.0017 -1.7503 1.4550
C 3.0005 -1.3126 1.0912
C 2.2155 0.8856 -0.8330
O 2.7786 1.6378 -1.5104
C 1.1888 0.9205 2.0311
O 1.1983 1.6901 2.8925
C 1.1151 -1.9281 -1.1934
O 1.0844 -2.6881 -2.0624
N -2.4091 0.1480 -1.6624
C -1.7731 0.7753 -0.6448
N -2.2427 1.8863 -0.0289
O -0.7999 0.3499 -0.2906
H -3.2108 0.4966 -1.9557
H -1.9938 -0.6361 -2.0350
H -1.7177 2.2592 0.6854
H -3.0445 2.2387 -0.3192
```


The molecule C6H4ClNO5S at a distorted geometry, computed with ωB97M-V with the def2-TZVPD basis set.

Values from the calculation:
* E_tot: -1520.17618 a.u.
* gap between HOMO and LUMO: 7.88 eV
* total charge: 0
* structure (SMILES): O=C1CC=CC(S(=O)(=O)Cl)=C1[N+](=O)[O-]
* HOMO: -10.13 eV
* E_LUMO: -2.25 eV

XYZ file:
```
18
C6H4ClNO5S | OMol25 | ωB97M-V with the def2-TZVPD basis set
O -1.1209 -2.6730 0.3899
C -0.9366 -1.5109 0.2738
C -2.1661 -0.5097 0.4577
C -1.8874 0.9799 0.2071
C -0.6829 1.4942 -0.0824
C 0.4654 0.5878 -0.2056
S 2.0621 1.2445 -0.4847
O 1.9225 2.4285 -1.2655
O 2.8925 0.2079 -0.9930
Cl 2.5512 1.8280 1.3556
C 0.3025 -0.8643 -0.0274
N 1.5284 -1.7201 -0.0893
O 2.2109 -1.7190 0.9206
O 1.6644 -2.4348 -1.0552
H -2.7411 -0.8056 1.3698
H -2.7821 -0.5580 -0.4633
H -2.8521 1.4953 0.1876
H -0.4307 2.5293 -0.4957
```


Please write out number 3 again, unchanged.
A structure of composition C6H42BNO13 at a distorted geometry, computed with ωB97M-V with the def2-TZVPD basis set.

Values from the calculation:
* ΔE to the lowest compared entry with this formula, charge and spin: 82.4 kcal per mole
* E_tot: -1310.91401 a.u.
* gap between HOMO and LUMO: 6.64 eV
* total charge: 0
* HOMO: -7.99 eV
* E_LUMO: -1.36 eV

XYZ file:
```
63
C6H42BNO13 | OMol25 | ωB97M-V with the def2-TZVPD basis set
C -1.5487 1.0316 -0.4621
O -1.3037 2.0596 -1.5361
C -0.2887 1.7866 -2.4531
C -0.3057 2.8306 -3.5921
N 0.2923 2.4606 -4.8161
H 0.4073 3.2616 -5.3751
H 1.2123 1.9486 -4.5981
C -0.3387 1.4906 -5.7711
C 0.7463 0.7826 -6.7651
O 0.0253 0.2066 -7.7191
C 0.5663 -0.8374 -8.6751
H -0.6517 0.5996 -0.3161
H -1.9567 0.1986 -0.7891
H -1.9327 1.5196 0.2989
H -0.4497 0.7276 -2.8431
H 0.6493 1.5416 -2.1711
H 0.2973 3.5756 -3.2341
H -1.2417 3.2896 -3.6731
H -1.0047 2.2566 -6.3501
H -0.9047 0.8546 -5.2961
H 1.3613 0.0676 -6.3511
H 1.4453 1.3566 -7.3741
H 0.8423 -1.5274 -7.8051
H 1.3803 -0.3974 -9.2241
H -0.3157 -1.3284 -9.3971
B 0.7913 -0.7664 3.2449
H 0.7133 0.1506 3.9829
H 1.7853 -1.3084 3.5279
H -0.2237 -1.3464 3.6259
H 0.6133 -0.4914 2.1109
O 0.2893 2.1716 1.7859
H 0.3483 1.2216 1.7609
H -0.6837 2.2726 2.0619
O 3.5343 1.4526 1.5769
H 4.4303 1.0056 1.7689
H 2.9593 0.9836 2.1479
O 1.9203 -1.4884 6.4469
H 1.8313 -1.1174 5.5949
H 0.9503 -1.7904 6.5869
O -2.2287 -0.0984 2.4839
H -2.4037 -0.9164 2.9869
H -1.2917 -0.2904 2.9209
O -1.4117 1.9906 2.8889
H -1.4027 1.1496 2.5489
H -2.1657 2.3366 2.4699
O 1.7933 -4.2164 1.6659
H 1.4923 -3.4684 2.2279
H 1.3733 -4.7864 2.2649
O -1.1587 -3.3784 0.9309
H -1.4187 -2.7044 1.5489
H -0.7287 -3.9334 1.5919
O 0.0483 2.5536 5.0829
H -0.0107 1.8606 4.3889
H -0.1867 2.0576 5.6819
O -1.8687 -3.1454 5.8819
H -2.4797 -2.9764 5.2089
H -1.1737 -3.5484 5.2999
O -2.6967 -2.4634 3.7939
H -3.0527 -3.2394 3.1379
H -3.2077 -2.3054 4.5639
O 2.7233 -0.5784 -0.1411
H 2.9513 0.3756 0.0829
H 2.2623 -0.9824 0.5519
```